1.
Molecular formula: C27H52P2SiTi
Method: DFT, ωB97M-V with the def2-TZVPD basis set

Atoms and positions in Å:
1 Ti 1.36150 0.82391 0.79112
2 C 1.80315 2.95022 0.50914
3 C 0.85714 2.76985 1.59660
4 C 2.87852 1.75040 2.20472
5 C 3.05144 2.32364 0.89427
6 C 1.51355 1.97993 2.62236
7 C 1.59656 3.74955 -0.72679
8 H 0.53296 3.85675 -0.96537
9 H 2.09885 3.28675 -1.58532
10 H 2.02046 4.75892 -0.61338
11 C 4.33459 2.43160 0.15268
12 H 4.18100 2.95317 -0.79829
13 H 4.75891 1.44633 -0.05805
14 H 5.08039 2.99674 0.72767
15 C 3.95710 1.18911 3.05675
16 H 4.60789 1.98635 3.44611
17 H 4.58729 0.49053 2.49750
18 H 3.53372 0.66067 3.91914
19 C 0.95971 1.63090 3.95799
20 H 1.29646 2.34971 4.72062
21 H 1.29614 0.63959 4.28162
22 H -0.13541 1.63105 3.95624
23 C -0.44046 3.47326 1.74604
24 H -0.31343 4.43873 2.25656
25 H -1.15026 2.89273 2.33835
26 H -0.89624 3.68017 0.77542
27 C -3.59824 -1.39806 -3.10870
28 C -4.07342 -0.14725 -3.02539
29 C -5.43284 0.23807 -2.52273
30 C -6.02233 -0.60455 -1.37008
31 C -5.05299 -0.95595 -0.27779
32 C -4.26202 -2.03753 -0.25090
33 C -4.21977 -3.10158 -1.30717
34 C -4.37037 -2.63892 -2.77092
35 H -6.15571 0.23484 -3.35741
36 H -6.54824 -1.48030 -1.77360
37 H -5.37405 1.28062 -2.17010
38 H -5.43257 -2.55899 -3.04039
39 H -2.61641 -1.59136 -3.56163
40 H -3.52278 0.67621 -3.50210
41 H -3.96125 -3.44716 -3.39430
42 H -3.24914 -3.61967 -1.22461
43 H -3.68644 -2.27240 0.65594
44 H -4.99458 -3.86523 -1.11314
45 H -6.79855 0.02525 -0.90836
46 H -5.10437 -0.28417 0.58985
47 P -0.28307 0.47623 -1.15410
48 C 0.13682 -0.17483 -2.78043
49 C -1.67667 1.58364 -1.54007
50 P -0.68632 -0.62455 1.50250
51 C -1.17387 -0.89230 -0.27373
52 C -2.23921 -0.00184 2.22145
53 C -0.61136 -2.29374 2.22221
54 H 1.07973 -0.73315 -2.74050
55 H 0.26090 0.67907 -3.45998
56 H -0.67342 -0.82626 -3.12894
57 H -2.46662 0.96066 -1.96915
58 H -1.34866 2.32864 -2.27880
59 H -2.08053 2.10137 -0.65677
60 H -1.49091 -2.86519 1.89239
61 H -0.61312 -2.17593 3.31744
62 H 0.30457 -2.82211 1.92739
63 H -0.84807 -1.87477 -0.64565
64 H -2.26618 -0.81583 -0.40143
65 H -2.14056 -0.05794 3.31349
66 H -3.08796 -0.61602 1.88608
67 H -2.41758 1.04702 1.94678
68 C 5.50874 -1.07661 0.78302
69 Si 3.94931 -1.58499 -0.15991
70 C 4.06002 -0.88126 -1.90762
71 C 3.91834 -3.47478 -0.29068
72 C 2.37002 -1.07874 0.75263
73 H 6.36591 -1.59302 0.32602
74 H 5.46522 -1.38955 1.83664
75 H 5.73138 -0.00236 0.75626
76 H 5.04492 -1.14381 -2.32619
77 H 3.29337 -1.32464 -2.55963
78 H 3.95366 0.21252 -1.93978
79 H 3.88796 -3.94095 0.70361
80 H 3.03339 -3.80938 -0.85021
81 H 4.81140 -3.84467 -0.81503
82 H 2.45947 -1.30807 1.83898
83 H 1.57350 -1.75432 0.38158

Calculated values
LUMO level (alpha / beta) (eV): -2.72 / -2.79
2S+1: 2
Expectation value of S²: 0.75
Gap between HOMO and LUMO (alpha / beta) (eV): 7.8 / 8.3
Charge: +1

For each atom in turn, the Mulliken charge in e is:
1. Ti -1.254
2. C 0.936
3. C 0.575
4. C 0.855
5. C 0.416
6. C 0.953
7. C -1.731
8. H 0.299
9. H 0.425
10. H 0.347
11. C -1.313
12. H 0.358
13. H -0.072
14. H 0.263
15. C -1.280
16. H 0.328
17. H 0.117
18. H 0.346
19. C -1.869
20. H 0.350
21. H 0.444
22. H 0.298
23. C -1.358
24. H 0.304
25. H 0.305
26. H 0.287
27. C -0.087
28. C -0.686
29. C -0.797
30. C -1.083
31. C 0.193
32. C -0.618
33. C -0.783
34. C -1.062
35. H 0.306
36. H 0.332
37. H 0.338
38. H 0.384
39. H 0.438
40. H 0.833
41. H 0.419
42. H 0.325
43. H 0.551
44. H 0.356
45. H 0.408
46. H 0.389
47. P 1.614
48. C -0.936
49. C -0.830
50. P 1.132
51. C -0.249
52. C -1.273
53. C -1.432
54. H 0.133
55. H 0.452
56. H 0.128
57. H -0.537
58. H 0.633
59. H 0.240
60. H 0.426
61. H 0.420
62. H 0.343
63. H 0.629
64. H -0.765
65. H 0.515
66. H 0.447
67. H 0.255
68. C -1.199
69. Si 0.127
70. C -1.061
71. C -1.194
72. C -0.171
73. H 0.431
74. H 0.367
75. H 0.400
76. H 0.432
77. H 0.298
78. H 0.306
79. H 0.315
80. H 0.307
81. H 0.335
82. H 0.387
83. H 0.088

***

2.
Molecular formula: C48H34BrCl5N3O3S2Ta
Method: DFT, ωB97M-V with the def2-TZVPD basis set

Atoms and positions in Å:
1 Ta 0.86762 -0.14346 -0.38542
2 C -4.33003 -7.99721 0.77311
3 C -3.79530 -6.59732 0.77431
4 C -3.73686 -5.85316 -0.40680
5 C -3.27432 -4.54940 -0.41331
6 C -2.87009 -3.98272 0.78642
7 C -2.94557 -4.68338 1.98702
8 C -3.39285 -5.99141 1.96773
9 S -2.33268 -2.30162 0.85844
10 O -2.48116 -1.69699 -0.51625
11 C -0.53843 -2.54830 1.13968
12 C -0.14863 -2.39184 2.48105
13 C 1.14902 -2.63459 2.85354
14 C 2.14139 -2.95569 1.89629
15 C 3.47921 -3.20821 2.28620
16 C 4.39006 -3.66670 1.37490
17 C 3.99968 -3.88990 0.03615
18 C 2.72511 -3.61153 -0.38275
19 C 1.76556 -3.11568 0.53281
20 C 0.37569 -2.93949 0.15847
21 C -0.12677 -3.67243 -1.05388
22 C -0.14251 -5.09216 -1.06782
23 C 0.23298 -5.87970 0.05045
24 C 0.17159 -7.24122 -0.01389
25 C -0.25301 -7.89144 -1.19562
26 C -0.63901 -7.16223 -2.28224
27 C -0.61286 -5.74770 -2.24431
28 C -1.09439 -4.99733 -3.34494
29 C -1.14012 -3.63377 -3.30827
30 C -0.63200 -3.01739 -2.14985
31 S -0.63012 -1.30199 -1.98061
32 O 0.92969 -0.90035 -2.23451
33 C -1.53937 -0.45830 -3.20532
34 C -2.84859 -0.05533 -2.93273
35 C -3.54511 0.57851 -3.94339
36 C -2.97229 0.81082 -5.19969
37 C -3.76932 1.46879 -6.28056
38 C -1.65345 0.39639 -5.42430
39 C -0.92350 -0.24299 -4.44073
40 H -4.21825 -8.46639 -0.20296
41 H -5.39511 -7.98874 1.01421
42 H -3.83203 -8.61398 1.51967
43 H -4.07825 -6.30260 -1.33135
44 H -3.26232 -3.96723 -1.32575
45 H -2.67851 -4.21540 2.92812
46 H -3.45925 -6.54550 2.89540
47 H -0.89656 -2.12408 3.21927
48 H 1.43350 -2.57456 3.89859
49 H 3.75818 -3.07524 3.32434
50 H 5.40071 -3.89691 1.68497
51 H 4.71224 -4.31584 -0.65966
52 H 2.42965 -3.82842 -1.40318
53 H 0.54935 -5.40630 0.97146
54 H 0.45093 -7.83588 0.84573
55 H -0.27826 -8.97240 -1.22925
56 H -0.98136 -7.65448 -3.18359
57 H -1.45558 -5.52557 -4.21836
58 H -1.53889 -3.05135 -4.12739
59 H -3.30630 -0.25125 -1.97400
60 H -4.56602 0.88964 -3.75995
61 H -4.58473 0.81201 -6.59114
62 H -3.16328 1.69250 -7.15499
63 H -4.22527 2.39145 -5.92016
64 H -1.20103 0.56177 -6.39374
65 H 0.08707 -0.57714 -4.63708
66 Cl -0.83774 1.87568 6.37546
67 C -0.77585 1.44316 4.73895
68 C 0.45906 1.09262 4.16846
69 Cl 1.90960 1.07849 5.05981
70 C 0.45583 0.74631 2.83376
71 Cl 1.90897 0.31487 1.95339
72 C -0.68668 0.71369 2.05819
73 O -0.54727 0.32216 0.76160
74 C -1.90739 1.07641 2.60593
75 Cl -3.29304 1.09067 1.60956
76 C -1.94842 1.44013 3.95915
77 Cl -3.43052 1.88045 4.65390
78 N 5.02415 -0.10644 -1.45169
79 C 5.00290 1.07415 -0.73701
80 C 3.75039 1.19287 -0.25197
81 N 2.99695 0.07916 -0.67066
82 C 3.83098 -0.67324 -1.40422
83 H 5.82666 -0.48376 -1.94237
84 H 5.86727 1.71036 -0.64287
85 H 3.33867 1.98223 0.35295
86 H 3.57357 -1.59835 -1.88950
87 Br -2.44282 4.59194 -1.27133
88 C -0.90553 3.64069 -1.72399
89 C -0.04275 4.07798 -2.72454
90 C 1.06691 3.30320 -3.04410
91 C 1.29586 2.13293 -2.36508
92 N 0.48491 1.72374 -1.35056
93 C -0.61324 2.47174 -1.05070
94 H -0.24326 5.00182 -3.25361
95 H 1.74672 3.60584 -3.82872
96 H 2.12244 1.48963 -2.62492
97 H -1.26754 2.10754 -0.27400

Calculated values
LUMO level (eV): -13.16
2S+1: 1
Energy relative to the best compared isomer or geometry (same formula, charge and spin) (kJ/mol): 327.3
Gap between HOMO and LUMO (eV): 4.3
Charge: +4

For each atom in turn, the Mulliken charge in e is:
1. Ta -0.064
2. C -1.668
3. C 0.783
4. C -0.856
5. C -0.305
6. C 0.587
7. C -0.561
8. C -1.035
9. S 0.227
10. O -0.117
11. C 1.996
12. C -0.812
13. C -1.030
14. C 0.960
15. C -1.087
16. C -0.938
17. C -0.792
18. C -1.310
19. C 1.867
20. C -2.266
21. C -0.306
22. C 1.516
23. C -0.811
24. C -0.974
25. C -0.908
26. C -0.941
27. C 0.597
28. C -1.282
29. C -0.848
30. C 1.086
31. S 1.395
32. O -0.926
33. C 0.184
34. C -0.576
35. C -0.962
36. C 0.910
37. C -1.492
38. C -1.080
39. C -0.832
40. H 0.398
41. H 0.344
42. H 0.429
43. H 0.464
44. H 0.713
45. H 0.454
46. H 0.480
47. H 0.515
48. H 0.536
49. H 0.582
50. H 0.499
51. H 0.568
52. H 0.911
53. H 0.431
54. H 0.528
55. H 0.486
56. H 0.527
57. H 0.484
58. H 0.655
59. H 0.834
60. H 0.549
61. H 0.347
62. H 0.407
63. H 0.395
64. H 0.424
65. H 0.615
66. Cl -0.088
67. C 0.340
68. C -0.016
69. Cl -0.124
70. C 1.335
71. Cl -0.163
72. C -1.255
73. O 1.658
74. C 0.096
75. Cl -0.098
76. C 0.526
77. Cl -0.093
78. N -0.027
79. C -0.791
80. C -0.402
81. N 0.509
82. C -0.721
83. H 0.303
84. H 0.457
85. H 0.514
86. H 0.719
87. Br -0.035
88. C -0.599
89. C -0.056
90. C -0.952
91. C 0.070
92. N 0.265
93. C 0.146
94. H 0.534
95. H 0.506
96. H 0.339
97. H 0.202

***

3.
Molecular formula: C2H8NOS2
Method: DFT, ωB97M-V with the def2-TZVPD basis set

Atoms and positions in Å:
1 C -1.17383 -1.39269 0.25077
2 C -1.51969 0.00088 -0.19003
3 N 2.31646 1.12724 0.28142
4 O -0.73597 0.84946 -0.53606
5 S 0.50201 -1.66531 -0.29696
6 S -3.19800 0.50313 -0.02319
7 H -1.66354 -2.20578 -0.29364
8 H -1.33850 -1.49785 1.38470
9 H 3.12803 0.79040 0.76359
10 H 1.84870 0.16600 0.08990
11 H 2.80242 1.57289 -0.50608
12 H 1.67562 1.86449 0.57989
13 H 0.24466 -1.84007 -1.62586
14 H -2.88837 1.72722 0.12153

Calculated values
LUMO level (eV): -3.74
2S+1: 1
Energy relative to the best compared isomer or geometry (same formula, charge and spin) (kJ/mol): 79.5
Gap between HOMO and LUMO (eV): 9.5
Charge: +1

For each atom in turn, the Mulliken charge in e is:
1. C -0.550
2. C 0.520
3. N -0.377
4. O -0.476
5. S -0.305
6. S -0.153
7. H 0.355
8. H 0.353
9. H 0.414
10. H 0.123
11. H 0.364
12. H 0.372
13. H 0.205
14. H 0.156

***

4.
Molecular formula: C4H6N2O
Method: DFT, ωB97M-V with the def2-TZVPD basis set

Atoms and positions in Å:
1 C 1.18244 0.19141 1.03239
2 C -0.65509 -0.26729 -0.68434
3 N 0.03257 -0.61287 -1.77244
4 C -0.12089 0.63099 0.39404
5 N -1.84969 -0.71732 -0.40839
6 C -2.23725 -0.19881 0.80032
7 O -1.31932 0.53794 1.33747
8 H 0.94329 -0.23798 -1.96702
9 H -0.38567 -1.26482 -2.41445
10 H -0.10623 1.68369 0.09826
11 H 1.12179 -0.85428 1.32980
12 H 2.01341 0.31680 0.33714
13 H 1.38063 0.79254 1.91723

Calculated values
LUMO level (eV): 0.41
2S+1: 1
Energy relative to the best compared isomer or geometry (same formula, charge and spin) (kJ/mol): 253.2
Gap between HOMO and LUMO (eV): 8.4

For each atom in turn, the Mulliken charge in e is:
1. C -1.184
2. C 0.368
3. N -0.344
4. C 0.320
5. N -0.544
6. C -0.220
7. O -0.130
8. H 0.206
9. H 0.282
10. H 0.245
11. H 0.310
12. H 0.349
13. H 0.343

***

5.
Molecular formula: C31H40B2HgN2O8S
Method: DFT, ωB97M-V with the def2-TZVPD basis set

Atoms and positions in Å:
1 C -0.44740 8.33905 2.89946
2 C 0.00494 6.80716 2.72878
3 N -1.05276 5.79405 3.02728
4 C -2.12386 5.75907 1.98953
5 C -1.71253 4.86852 0.69825
6 C -1.95108 3.29310 0.95070
7 C -3.41523 2.72123 1.07702
8 B -4.75720 3.66751 0.91827
9 C -4.89452 4.83031 -0.22157
10 O -5.89625 3.53518 1.81850
11 C -3.61769 1.18165 1.33724
12 S -5.32194 0.41536 1.47891
13 C -2.43303 0.17140 1.46330
14 C -1.00273 0.72680 1.32650
15 C -0.79806 2.27618 1.07725
16 C 0.74366 2.72076 0.92132
17 O 1.24037 3.73761 1.43411
18 C 1.63634 1.68108 0.05911
19 C 2.64219 2.20652 -0.98903
20 C 3.43255 1.15244 -1.80432
21 O 4.33513 1.66550 -2.80547
22 N 3.58160 1.61708 -3.98869
23 O 3.19363 2.69705 -4.27018
24 C 3.25520 -0.39305 -1.55214
25 B 4.17653 -1.35679 -2.51354
26 O 5.52718 -1.73224 -2.23875
27 O 3.52873 -1.78974 -3.73431
28 C 2.24325 -0.96129 -0.48885
29 C 2.06285 -2.51705 -0.22476
30 C 0.79155 -3.18241 -0.94896
31 C 1.14030 -4.39445 -1.94433
32 C -0.22841 -4.93953 -2.58673
33 C 2.09058 -5.52500 -1.31974
34 C 1.34424 -6.61087 -0.39186
35 C 2.05573 -8.03429 -0.69616
36 C 1.68886 -8.90968 -1.76625
37 C 1.83653 -10.51411 -1.61915
38 C 1.13271 -8.42112 -3.20277
39 C 1.42315 0.12302 0.29167
40 C 0.29300 -0.23101 1.39282
41 O 0.40338 -1.15009 2.22668
42 C -1.60195 5.95973 4.38990
43 C -2.81032 6.93638 4.78886
44 O -1.10922 5.25941 5.31925
45 H -0.25784 8.73982 3.96050
46 H -1.57585 8.50492 2.71498
47 H 0.08446 8.96277 2.09946
48 H 0.85956 6.62853 3.48122
49 H 0.41232 6.60788 1.68433
50 H -2.34931 6.82196 1.59650
51 H -3.07744 5.40206 2.50127
52 H -2.23835 5.22812 -0.26389
53 H -0.59608 5.10659 0.52059
54 H -4.41310 5.77282 0.25140
55 H -5.96983 5.10562 -0.47216
56 H -4.24947 4.61820 -1.15717
57 H -6.63012 3.27345 1.20379
58 H -5.51316 -0.06613 0.17026
59 H -2.63283 -0.94526 1.64202
60 H 2.74961 3.32508 -1.15054
61 H 5.78720 -1.19451 -1.45662
62 H 3.98985 -2.57676 -4.09880
63 H 3.06333 -3.02195 -0.44763
64 H 1.89729 -2.65166 0.91150
65 H 0.30962 -2.35934 -1.60888
66 H -0.02990 -3.45891 -0.18567
67 H 1.73531 -3.92075 -2.81732
68 H -1.04349 -4.81186 -1.77550
69 H -0.53860 -4.33468 -3.49855
70 H -0.13875 -6.05955 -2.76414
71 H 2.98724 -5.13550 -0.73511
72 H 2.52887 -6.10943 -2.21461
73 H 1.56492 -6.40456 0.72004
74 H 0.21320 -6.65162 -0.50751
75 H 2.92403 -8.35071 -0.02574
76 H 1.49596 -11.04481 -2.58528
77 H 1.25489 -10.92271 -0.73035
78 H 2.93629 -10.81906 -1.47822
79 H 1.37319 -9.22984 -3.98565
80 H 1.61829 -7.45936 -3.56710
81 H -0.00364 -8.33473 -3.13863
82 H -3.40798 6.56787 5.69029
83 H -2.32839 7.94023 5.09349
84 H -3.53558 7.06528 3.90385
85 Hg 0.11429 0.71204 -1.78758

Calculated values
LUMO level (eV): -10.95
2S+1: 1
Gap between HOMO and LUMO (eV): 1.6
Charge: +2

For each atom in turn, the Mulliken charge in e is:
1. C -0.864
2. C -0.437
3. N 0.449
4. C -1.276
5. C -0.761
6. C 0.404
7. C 0.349
8. B 0.317
9. C -0.735
10. O -0.564
11. C -0.337
12. S -0.158
13. C -0.861
14. C 0.388
15. C 0.099
16. C -0.294
17. O -0.479
18. C 1.273
19. C -0.634
20. C -0.135
21. O -0.307
22. N 0.265
23. O -0.283
24. C 0.109
25. B 0.697
26. O -0.551
27. O -0.565
28. C 0.515
29. C -0.845
30. C -0.638
31. C 0.610
32. C -1.092
33. C -0.752
34. C -0.451
35. C -0.486
36. C 0.745
37. C -1.155
38. C -1.036
39. C -0.518
40. C -0.004
41. O -0.488
42. C 0.432
43. C -0.831
44. O -0.562
45. H 0.251
46. H 0.247
47. H 0.306
48. H 0.415
49. H 0.248
50. H 0.124
51. H 0.729
52. H 0.499
53. H 0.299
54. H 0.181
55. H 0.380
56. H 0.248
57. H 0.316
58. H 0.203
59. H 0.396
60. H 0.494
61. H 0.325
62. H 0.320
63. H 0.461
64. H 0.479
65. H 0.044
66. H 0.414
67. H 0.075
68. H 0.336
69. H 0.390
70. H 0.031
71. H 0.310
72. H 0.356
73. H 0.335
74. H 0.367
75. H 0.334
76. H 0.336
77. H 0.313
78. H 0.331
79. H 0.415
80. H 0.269
81. H 0.251
82. H 0.325
83. H 0.230
84. H 0.272
85. Hg 0.795